Entry 1:
Below is C3H5N3O2S as an isolated structure, with properties calculated with the ωB97M-V functional and the def2-TZVPD basis.

Values from the calculation:
Energy above the lowest of the compared OMol25 structures with the same formula, charge and spin in kJ/mol: 276.9
Energy in a.u.: -830.1069
Net charge: 0
HOMO in hartree: -0.347
HOMO-LUMO gap in eV: 10.01

Last column: Mulliken charge in e.
Element x y z (Å)
H 0.25 1.94 1.07  0.240
N -0.03 -1.22 0.98  0.077
H 0.23 -2.66 -1.94  0.400
H 0.23 0.87 2.16  0.229
O 1.56 1.18 -2.98  -0.585
S 0.56 1.25 -2.00  0.874
C 0.12 -2.05 -1.06  -0.094
C 0.25 -0.02 0.34  0.431
O 0.57 2.44 -1.12  -0.632
N 0.44 0.99 1.20  -0.390
N -0.06 -2.33 0.14  -0.600
H -0.53 1.26 -2.73  0.088
C 0.46 -0.09 -0.98  -0.283
H 0.16 -1.56 1.89  0.248



Entry 2:
Below is an isolated ion of composition C6H11OS and charge +1, with properties calculated with the ωB97M-V functional and the def2-TZVPD basis.

Values from the calculation:
Energy above the lowest of the compared OMol25 structures with the same formula, charge and spin in kJ/mol: 0.0
Energy in a.u.: -708.3678
Net charge: +1
HOMO in hartree: -0.551
HOMO-LUMO gap in eV: 10.76

Last column: Mulliken charge in e.
Element x y z (Å)
H -0.68 2.57 2.14  0.361
C 1.15 -0.08 -2.03  -0.248
H 2.21 0.17 -2.16  0.274
H 1.05 0.14 2.29  0.360
C -1.28 1.80 1.66  -0.539
S -0.71 1.68 -0.08  -0.050
H 0.11 -1.31 1.81  0.367
O 0.97 -0.34 -0.62  -0.213
H -2.32 2.13 1.64  0.420
H -0.27 -1.55 -2.73  0.324
H -1.99 -0.19 2.09  0.313
H 0.53 0.77 -2.33  0.375
C 0.79 -1.34 -2.79  -1.160
C 0.14 -0.23 1.84  -0.577
H -1.09 0.57 3.40  0.321
H 1.34 -2.18 -2.38  0.332
C 0.24 0.32 0.16  0.504
H 1.07 -1.22 -3.83  0.379
C -1.13 0.43 2.32  -0.543



Entry 3:
Below is a 7-piece molecular cluster, C36H66BF4N12 overall, with properties calculated with the ωB97M-V functional and the def2-TZVPD basis.

Values from the calculation:
Energy above the lowest of the compared OMol25 structures with the same formula, charge and spin in kJ/mol: 100.5
Energy in a.u.: -2491.2332
Net charge: +5
HOMO in hartree: -0.738
HOMO-LUMO gap in eV: 10.26

Last column: Mulliken charge in e.
Element x y z (Å)
H 10.25 -11.46 12.65  0.533
C 18.11 -17.10 14.68  -0.554
C 6.32 -13.69 13.37  -0.910
C 10.19 -14.96 19.32  0.077
H 11.13 -22.78 15.87  0.351
H 6.98 -14.70 16.92  0.758
H 7.68 -8.93 9.48  0.374
C 7.08 -11.60 12.30  -0.146
H 4.48 -18.92 15.45  0.296
C 8.40 -17.93 18.26  -1.390
C 8.62 -12.67 13.52  -0.517
N 5.22 -17.01 15.44  0.349
C 18.02 -19.58 15.03  -0.822
H 8.29 -18.91 17.84  0.550
H 15.39 -15.47 17.70  0.437
C 8.51 -9.86 11.13  -0.215
N 5.01 -15.04 16.29  0.285
F 11.76 -14.63 14.54  -0.315
H 8.94 -13.27 14.36  0.760
H 15.43 -18.55 15.64  0.512
H 15.78 -12.74 12.28  0.356
H 7.18 -10.64 9.55  0.395
F 10.14 -16.30 14.13  -0.313
H 11.18 -13.87 20.76  0.414
C 9.49 -17.14 18.22  -0.112
H 17.65 -15.00 14.92  0.518
H 8.27 -21.11 12.28  0.442
C 17.33 -16.03 14.88  -0.498
H 15.77 -12.62 10.58  0.319
H 8.53 -8.99 11.79  0.274
H 5.85 -18.69 14.41  0.413
H 19.16 -17.18 14.46  0.505
H 15.86 -17.14 8.67  0.318
C 9.09 -21.09 12.98  -0.309
H 2.93 -17.93 13.75  0.396
C 15.17 -12.98 11.40  -0.792
H 19.04 -19.46 15.35  0.356
N 7.51 -17.40 19.16  0.303
N 9.96 -20.03 12.83  0.314
C 4.35 -13.96 17.03  -0.931
H 4.12 -18.94 12.88  0.378
H 10.45 -17.15 17.72  0.638
H 13.64 -15.70 17.44  0.040
C 7.34 -9.74 10.13  -1.337
N 8.26 -11.01 12.07  0.207
C 14.44 -15.27 12.21  -0.720
H 13.95 -14.90 13.10  0.707
C 8.58 -18.37 11.56  -1.286
H 5.93 -13.54 14.38  0.312
N 16.07 -16.52 15.20  0.412
C 3.98 -18.06 13.51  -1.254
H 6.12 -11.34 11.88  0.403
H 4.87 -13.77 17.97  0.343
H 7.40 -17.09 15.44  0.800
N 10.58 -21.28 14.54  0.207
C 15.15 -17.49 9.41  -0.538
H 14.80 -17.01 17.39  0.388
H 14.27 -17.51 11.90  0.609
H 11.17 -15.14 18.89  0.129
H 14.06 -15.96 14.97  -0.422
F 10.15 -15.19 16.11  -0.157
H 6.08 -18.66 20.21  0.338
C 14.62 -16.52 11.68  -0.535
C 13.78 -17.58 8.75  -0.808
H 3.29 -16.04 15.44  0.505
H 10.19 -19.35 10.87  0.253
C 16.19 -17.85 15.32  -0.249
C 9.51 -21.94 13.96  -0.563
H 17.51 -20.16 15.79  0.362
C 10.29 -14.51 20.75  -1.425
B 10.99 -15.67 15.09  0.386
C 14.90 -15.71 15.62  0.196
H 6.83 -14.64 13.45  0.190
H 11.31 -21.14 16.57  0.295
C 4.91 -18.24 14.71  -0.433
C 4.35 -16.00 15.65  -0.366
H 10.49 -15.36 21.42  0.384
H 13.49 -16.58 8.39  0.339
H 9.55 -13.87 21.22  0.406
H 10.66 -18.16 12.16  0.243
H 15.95 -14.76 9.35  0.424
H 6.43 -9.45 10.65  0.414
H 5.53 -13.79 12.63  0.434
N 7.29 -12.64 13.14  0.249
H 8.08 -17.92 12.44  0.110
N 17.42 -18.25 14.93  0.142
C 9.97 -18.94 11.86  -0.057
N 15.15 -16.41 10.43  0.118
H 13.65 -18.24 7.90  0.416
H 11.63 -19.47 14.00  0.533
H 7.50 -15.52 20.20  0.433
H 5.75 -18.26 18.54  0.253
H 9.06 -22.81 14.39  0.445
C 6.17 -17.86 19.47  -0.754
C 10.79 -20.15 13.88  -0.438
F 11.86 -16.62 15.64  -0.445
C 6.33 -15.35 16.34  -0.974
H 4.30 -17.13 13.04  0.333
H 17.84 -20.13 14.11  0.312
C 11.37 -21.74 15.67  -0.839
H 8.76 -17.47 10.98  0.430
C 6.50 -16.58 15.73  -0.646
H 9.72 -14.16 18.73  0.194
C 9.22 -11.73 12.76  -0.867
C 15.41 -15.10 10.22  -0.149
H 5.53 -17.01 19.69  0.354
N 14.96 -14.42 11.27  0.186
H 15.47 -18.42 9.87  0.356
H 12.42 -21.76 15.37  0.363
N 9.24 -16.09 19.10  0.345
H 9.47 -9.95 10.63  0.403
C 14.63 -15.97 17.09  -0.991
H 14.21 -12.51 11.63  0.314
H 3.27 -14.05 17.01  0.391
H 4.60 -13.00 16.55  0.337
H 15.20 -14.69 15.36  0.341
H 7.91 -19.13 11.18  0.484
C 8.00 -16.22 19.55  -0.220
H 13.07 -17.78 9.56  0.108



Entry 4:
Below is C35H52AsIrP3S as an isolated structure, with properties calculated with the ωB97M-V functional and the def2-TZVPD basis.

Values from the calculation:
Energy above the lowest of the compared OMol25 structures with the same formula, charge and spin in kJ/mol: 126.7
Energy in a.u.: -5125.5613
Expectation value of S²: 8.82
Multiplicity: 6
Net charge: +4
HOMO (alpha / beta) in hartree: -0.532 / -0.668
HOMO-LUMO gap (alpha / beta) in eV: 3.79 / 3.86

Last column: Mulliken spin population.
Element x y z (Å)
H 1.33 1.10 1.90  0.006
C 1.48 -2.78 2.89  0.361
H 3.58 1.52 -4.26  0.000
H -0.29 2.63 1.22  0.000
H 3.09 1.12 1.78  0.006
C -2.73 0.14 6.58  0.179
C 2.10 3.38 0.07  0.000
H 2.39 4.26 -4.15  0.000
H -1.06 2.25 -4.31  -0.004
H 2.41 0.28 -4.76  0.000
C -1.19 -2.42 -6.75  -0.018
H 3.86 -3.98 5.02  0.017
C -1.23 3.64 -1.60  0.000
C -0.08 -3.28 -6.62  0.186
H -1.34 1.19 1.35  0.049
H -3.62 1.81 -1.05  0.001
H 3.03 -4.25 2.69  0.000
H 1.45 4.44 -2.66  0.000
C 1.34 -1.66 5.04  0.125
C -1.38 2.11 6.12  0.301
C 2.56 -3.54 3.36  0.008
H -0.34 4.20 -1.28  0.000
H -0.95 -3.72 2.87  0.011
As -0.52 -0.65 3.06  0.489
H -0.22 -0.78 0.56  0.053
H -2.06 2.80 1.13  0.003
H -5.15 -1.56 1.37  0.001
H 1.12 -2.89 1.87  0.102
H -2.33 -0.85 -5.79  -0.001
H -1.08 3.13 6.39  -0.003
C 0.84 -1.86 3.75  0.345
C 0.46 -2.35 -4.48  0.082
H 2.48 1.79 -5.68  0.000
H -2.72 1.91 7.81  0.013
H -2.13 4.13 -1.20  0.000
H 1.05 -2.32 -3.57  0.022
H -1.27 3.64 -2.69  0.001
P -1.18 1.93 -0.95  -0.005
H 2.81 -2.28 6.49  -0.001
C 2.18 0.79 1.28  -0.011
C -4.23 -2.04 1.69  -0.005
H -4.92 -4.03 1.20  0.001
H 2.18 -0.30 1.21  0.008
C 2.59 1.36 -4.69  0.001
C -2.00 -1.84 2.60  0.153
H -3.46 -0.39 7.19  0.004
C 3.77 1.22 -1.02  0.001
H 0.07 1.67 -5.59  -0.002
C -0.86 1.50 4.98  0.169
H -2.54 -1.49 5.14  0.060
C -0.68 -1.53 -4.55  0.112
C -2.32 1.44 6.91  0.104
C 3.03 -3.38 4.66  0.324
S -1.13 -0.61 -3.20  0.480
H 0.11 -4.03 -7.40  0.003
H -2.82 -5.10 1.97  0.002
H -0.14 2.02 4.34  0.020
H 2.13 4.03 -0.81  0.000
H 4.49 1.28 -0.20  0.000
C -4.10 -3.43 1.61  0.118
C -1.26 0.18 4.66  0.254
H 1.70 -3.80 -5.46  0.001
H 0.88 -0.90 5.68  0.026
C -1.21 2.16 0.85  0.001
H 2.99 3.59 0.68  0.000
C -2.90 -4.02 2.04  0.017
Ir 0.52 0.64 -1.84  0.040
H 4.07 1.91 -1.81  0.000
C -2.79 1.14 -1.33  0.015
C -2.21 -0.49 5.44  0.259
H 2.03 -1.42 -0.41  0.003
C -3.20 -1.24 2.18  0.066
H -3.30 -0.16 2.25  0.002
H -2.85 0.19 -0.78  -0.006
C 2.42 -2.43 5.49  0.341
H 1.75 0.42 -2.88  0.001
C -1.49 -1.53 -5.73  0.079
H 3.78 0.21 -1.44  0.000
H 1.25 -2.05 -1.95  0.001
H 0.00 3.41 -5.17  0.000
C 1.14 -1.44 -1.05  0.012
H -2.85 0.93 -2.41  -0.006
C 2.11 3.76 -3.22  0.000
H -1.80 -2.45 -7.66  0.003
H 3.01 3.59 -2.62  0.000
P 2.08 1.57 -0.38  -0.001
P 1.31 2.14 -3.60  0.012
H 1.21 3.66 0.64  0.000
C -0.11 -1.19 -0.45  0.007
C -1.86 -3.23 2.53  0.046
C -0.06 2.39 -4.76  0.004
H -1.01 -1.74 -0.80  -0.015
C 0.79 -3.20 -5.52  -0.029